ORCA calculation (wB97M-V/def2-TZVPD) on 2 unconnected molecules or ions with the total composition C3H10NO2.

Computed properties:
Orbital gap (alpha / beta) ... 10.2 / 7.3 eV
Expectation value of S² ... 0.7546
Max |F| ... 3.8 eV Å⁻¹
2S+1 ... 2
E_HOMO (alpha / beta) ... -0.3493 / -0.3493 Eh
Calculated total energy ... -8854.390 eV
ΔE to the lowest compared entry with this formula, charge and spin ... 137.6 kJ/mol

Each line ends with the Löwdin charge.
Positions of all 16 atoms, in Å:
1 O -1.07 0.34 1.33  0.02
2 O 0.37 2.39 2.48  -0.12
3 N 1.67 -0.95 -2.18  -0.04
4 C 0.32 -0.57 -1.54  -0.32
5 C -0.29 -1.40 -0.41  -0.14
6 C -1.26 -0.33 0.23  -0.35
7 H 0.44 0.48 -1.18  0.10
8 H 2.01 -0.37 -3.04  0.10
9 H -2.36 -0.72 0.27  0.17
10 H -0.68 -2.29 -0.89  0.11
11 H 1.12 2.12 1.95  0.00
12 H -0.43 -0.48 -2.31  0.10
13 H -0.27 1.80 1.87  0.04
14 H 2.33 -0.93 -1.38  0.06
15 H 0.51 -1.58 0.32  0.12
16 H -1.29 0.55 -0.52  0.16



ORCA calculation (wB97M-V/def2-TZVPD) on 2 unconnected molecules or ions with the total composition C11H18O3S.

Computed properties:
Orbital gap ... 8.6 eV
Max |F| ... 4.6 eV Å⁻¹
2S+1 ... 1
Structure (SMILES) ... O=C1[C@H]2CCC[C@@H]12.O=[S@]1(O)=CCCCC1
E_HOMO ... -0.2906 Eh
Calculated total energy ... -28670.644 eV
ΔE to the lowest compared entry with this formula, charge and spin ... 287.1 kJ/mol

Each line ends with the Löwdin charge.
Positions of all 33 atoms, in Å:
1 S -1.50 -0.80 0.24  0.83
2 O -0.58 -1.70 1.01  -0.34
3 O 1.18 -0.44 -1.72  0.09
4 O -1.47 -1.18 -1.33  -0.22
5 C -2.19 1.52 -0.48  -0.28
6 C 1.76 -0.28 -0.68  -0.32
7 C -3.56 1.23 0.12  -0.24
8 C -1.17 0.82 0.33  -0.32
9 C 2.25 0.62 0.40  -0.13
10 C 3.66 1.20 0.19  -0.11
11 C 2.41 -0.88 0.51  -0.18
12 C -3.27 -1.22 0.31  -0.24
13 C 4.44 -0.02 -0.37  -0.15
14 C -4.20 -0.13 -0.12  -0.25
15 C 3.86 -1.21 0.42  -0.14
16 H 4.29 -1.30 1.33  0.08
17 H 4.23 -0.21 -1.48  0.14
18 H -0.50 -1.24 -1.62  0.09
19 H 3.53 1.92 -0.55  0.09
20 H 1.40 1.15 0.77  0.11
21 H 1.70 -1.57 1.16  0.17
22 H -4.54 -0.28 -1.21  0.14
23 H -4.25 2.11 -0.07  0.12
24 H 4.20 1.57 1.07  0.12
25 H -3.42 -1.28 1.42  0.13
26 H -2.19 2.59 -0.55  0.11
27 H -3.48 -2.11 -0.30  0.11
28 H -2.04 0.96 -1.35  0.08
29 H 3.79 -2.15 -0.17  0.14
30 H -1.22 0.98 1.39  0.07
31 H -3.35 1.39 1.25  0.14
32 H -5.18 -0.19 0.35  0.11
33 H 5.42 0.14 -0.25  0.06



ORCA calculation (wB97M-V/def2-TZVPD) on a molecular structure, CH4OTl.

Computed properties:
Orbital gap ... 4.2 eV
Max |F| ... 7.2 eV Å⁻¹
2S+1 ... 1
E_HOMO ... -1.0323 Eh
Calculated total energy ... -7796.320 eV
ΔE to the lowest compared entry with this formula, charge and spin ... 169.5 kJ/mol
Net charge ... +3

Each line ends with the Löwdin charge.
Positions of all 7 atoms, in Å:
1 Tl 2.49 -1.86 -1.18  1.66
2 O 0.10 -0.71 0.09  0.19
3 C -0.41 0.64 0.12  0.25
4 H 0.18 1.27 -0.54  0.19
5 H -0.30 1.12 1.09  0.29
6 H -1.47 0.72 -0.14  0.22
7 H -0.59 -1.19 0.55  0.19